160
Properties=species:S:1:pos:R:3:forces:R:3 method="wB97M-V/def2-TZVPD" lumo_energy_ev=-2.7 orbital_gap_ev=9.3 charge=+1
C 3.4605 -5.1563 3.3556 0.0 0.2 0.2
C 2.3446 -4.6756 2.4358 0.4 -0.1 0.1
C 1.4315 -3.7380 3.2313 0.2 -1.2 -0.1
N 0.6273 -2.8456 2.3947 -0.1 0.1 0.4
N -0.5588 -3.3144 1.9273 -0.5 -0.5 -0.1
C -1.1452 -2.3735 1.2180 0.1 0.7 -0.4
C -2.4403 -2.5229 0.5431 -0.4 0.2 -0.2
C -3.5909 -1.7912 1.2493 0.0 0.2 0.2
C -3.3796 -1.4446 2.6868 0.2 0.0 -0.2
N -4.6746 -1.5273 0.6602 0.0 -0.1 -0.2
N -0.3904 -1.2765 1.2004 0.1 -0.2 0.0
C 0.6830 -1.5922 1.9273 0.3 0.5 -0.1
N 1.6917 -0.6907 2.1183 -0.3 -1.3 0.5
P 3.1447 -0.7962 2.9495 2.4 2.2 0.2
O 3.9178 0.4132 2.6780 -0.4 0.4 -0.3
O 2.8509 -0.9019 4.5155 -0.9 -1.0 -0.6
O 3.9734 -2.0486 2.4755 -0.9 -0.5 0.6
H 4.1430 -5.8212 2.8369 0.0 -0.2 0.0
H 4.0426 -4.3200 3.7389 0.1 0.1 -0.1
H 3.0372 -5.6654 4.2200 0.0 -0.2 0.0
H 1.8065 -5.5628 2.1011 -0.3 0.1 -0.1
H 2.7559 -4.1845 1.5558 0.0 0.2 0.0
H 1.9950 -3.2369 4.0121 -0.1 0.6 -0.2
H 0.7149 -4.3750 3.7493 -0.1 0.2 0.3
H -0.9277 -4.2399 2.1018 0.3 -0.1 0.2
H -2.3459 -2.0684 -0.4410 0.1 -0.1 -0.1
H -2.6999 -3.5738 0.4184 0.0 -0.1 0.0
H -2.6008 -0.6881 2.7968 0.1 0.1 -0.1
H -4.2896 -1.0724 3.1361 -0.1 -0.1 0.0
H -3.0511 -2.3484 3.1997 -0.1 0.0 0.3
H -4.6488 -1.8478 -0.3097 -0.1 0.0 0.0
H 1.5290 0.2123 1.6899 0.0 0.0 0.0
H 1.9180 -0.7142 4.6944 0.2 0.1 0.4
H 4.8420 -1.9835 2.9421 0.2 -0.2 -0.2
C -7.3224 -2.5894 4.7298 -0.1 0.0 -0.2
C -5.9642 -3.0912 4.6141 0.0 0.0 0.1
N -4.8791 -3.4555 4.5244 0.1 -0.1 0.0
H -8.0274 -3.4036 4.8933 0.1 -0.1 0.0
H -7.4132 -1.8912 5.5563 0.1 0.1 0.0
H -7.6131 -2.0708 3.8127 0.0 -0.1 0.2
C 2.9816 3.3973 1.9198 0.2 -0.1 0.2
C 1.8492 3.8009 1.1066 0.0 0.1 0.0
N 0.9491 4.1203 0.4673 0.0 -0.1 0.0
H 3.1630 2.3273 1.8324 0.0 0.0 0.0
H 3.8907 3.9201 1.6194 -0.2 0.1 -0.1
H 2.8116 3.6084 2.9771 -0.1 0.0 -0.2
C -2.6751 -5.6673 -2.9733 0.0 0.1 -0.2
C -2.9640 -5.6824 -1.5474 0.0 -0.1 -0.1
N -3.1962 -5.6949 -0.4217 0.1 0.1 0.1
H -3.2123 -6.4617 -3.4868 0.0 0.0 0.1
H -2.9742 -4.7207 -3.4185 -0.1 0.0 0.1
H -1.6137 -5.8097 -3.1627 -0.1 -0.1 0.1
C 2.6364 -0.8277 -0.9902 -0.3 0.4 0.1
C 3.0602 -1.7326 -2.0425 0.1 -0.2 0.2
N 3.3880 -2.5103 -2.8179 0.0 0.0 -0.1
H 1.5507 -0.7180 -0.9988 0.0 0.0 -0.1
H 2.9212 -1.2004 -0.0107 0.2 -0.2 -0.1
H 3.0674 0.1656 -1.1107 0.1 -0.1 -0.1
C 6.4650 3.9952 -0.8875 0.1 -0.2 -0.3
C 5.9905 4.7618 0.2522 0.1 0.1 0.0
N 5.6156 5.3685 1.1522 0.0 0.0 0.0
H 6.6748 2.9652 -0.6016 0.0 0.0 0.1
H 5.7210 3.9917 -1.6831 0.0 0.1 0.0
H 7.3788 4.4289 -1.2894 0.0 0.1 0.1
C -10.4167 -2.1640 7.4202 -0.1 -0.2 0.1
C -9.8005 -1.1591 6.5667 -0.1 0.1 0.0
N -9.3169 -0.3635 5.8961 0.0 0.0 0.1
H -11.5016 -2.0891 7.3758 0.0 0.1 -0.1
H -10.1313 -3.1661 7.1035 0.0 0.0 -0.1
H -10.1066 -2.0305 8.4549 0.0 0.1 0.0
C 3.4311 6.0734 6.0798 0.1 0.3 0.1
C 3.2141 4.7272 5.5759 0.0 0.0 0.0
N 3.0433 3.6660 5.1726 0.0 0.0 0.2
H 4.4890 6.2519 6.2626 0.0 -0.1 0.0
H 3.0865 6.8158 5.3621 0.0 -0.1 -0.1
H 2.9000 6.2315 7.0165 0.0 -0.1 0.0
C 6.0269 0.8108 5.5973 0.1 0.2 0.2
C 6.3340 -0.4029 4.8600 -0.3 -0.1 -0.2
N 6.4960 -1.3552 4.2379 -0.3 0.0 -0.1
H 6.6473 1.6346 5.2488 0.0 0.0 -0.1
H 4.9830 1.0852 5.4495 0.0 -0.1 -0.1
H 6.2065 0.6692 6.6617 0.0 -0.1 0.0
C 2.2882 6.0726 -2.2533 -0.3 -0.2 0.4
C 3.4858 5.5666 -2.8997 0.0 0.0 0.0
N 4.4393 5.1661 -3.3998 0.0 0.0 0.0
H 1.4121 5.9276 -2.8817 0.1 0.0 -0.1
H 2.1187 5.5552 -1.3085 0.1 -0.1 -0.1
H 2.3753 7.1338 -2.0534 0.1 0.0 -0.1
C 3.3653 10.7064 -3.9983 0.1 0.2 0.1
C 2.4571 9.6133 -3.6937 0.0 0.0 0.1
N 1.7402 8.7490 -3.4530 0.1 0.2 -0.1
H 4.1356 10.7910 -3.2331 0.0 -0.1 0.1
H 3.8521 10.5524 -4.9537 -0.1 -0.1 -0.1
H 2.8304 11.6531 -4.0468 -0.1 0.0 0.0
C -0.8163 8.9357 -5.6498 0.2 -0.2 0.0
C -1.8990 9.9022 -5.5518 0.0 0.0 0.0
N -2.7523 10.6650 -5.4746 0.0 0.0 0.0
H -1.2097 7.9209 -5.6844 -0.1 0.0 0.0
H -0.2367 9.1019 -6.5573 -0.1 0.1 0.0
H -0.1438 9.0082 -4.7960 -0.2 0.1 0.0
C 7.0837 10.2889 -6.6094 0.2 -0.2 0.0
C 5.9608 11.2033 -6.4676 0.0 0.1 -0.1
N 5.0765 11.9264 -6.3558 0.1 0.0 0.0
H 6.7339 9.2598 -6.6730 -0.1 0.0 0.0
H 7.6478 10.5156 -7.5121 0.0 0.1 0.0
H 7.7545 10.3719 -5.7562 0.0 0.1 0.0
C 4.8595 -5.4073 -3.7494 -0.1 0.3 -0.1
C 4.8058 -6.7837 -3.2869 0.1 0.0 0.0
N 4.7647 -7.8638 -2.9017 0.0 0.0 0.0
H 5.0776 -5.3508 -4.8142 0.0 -0.1 0.0
H 3.9056 -4.9146 -3.5748 0.0 0.0 0.0
H 5.6240 -4.8465 -3.2152 0.0 -0.1 0.1
C -4.0187 -6.0072 -7.2912 -0.3 0.1 -0.5
C -2.8235 -5.8270 -6.4907 0.0 0.0 0.1
N -1.9005 -5.6854 -5.8224 0.1 0.1 -0.1
H -3.8459 -5.7326 -8.3317 0.1 0.1 0.0
H -4.3542 -7.0385 -7.2608 0.1 0.0 0.1
H -4.8296 -5.3873 -6.9149 0.0 0.0 0.1
C -1.2698 6.8094 -0.2537 0.0 -0.2 0.2
C -1.3144 7.9338 -1.1773 0.0 0.0 0.0
N -1.3496 8.8228 -1.9016 0.0 0.0 0.0
H -1.2847 7.1583 0.7775 0.0 0.1 0.0
H -2.1286 6.1569 -0.4016 0.0 0.0 -0.1
H -0.3698 6.2133 -0.3935 0.0 0.0 -0.1
C -1.3492 -6.9437 2.8580 -0.1 0.1 -0.1
C -0.2191 -7.0541 3.7744 -0.1 -0.1 0.0
N 0.6687 -7.1451 4.4965 0.0 0.2 -0.1
H -1.0178 -6.6333 1.8651 0.0 -0.1 0.0
H -1.8524 -7.9023 2.7498 0.0 0.0 0.0
H -2.0815 -6.2251 3.2301 0.0 0.0 0.1
C 0.7944 9.1471 6.4125 -0.2 0.1 -0.1
C 1.9673 9.0516 7.2695 0.0 0.0 0.0
N 2.8944 8.9678 7.9401 0.0 -0.1 0.0
H 1.0804 9.4316 5.4012 0.1 0.0 0.0
H 0.2724 8.1925 6.3680 0.0 0.0 0.1
H 0.1026 9.8959 6.7938 0.0 0.0 0.1
C -2.4175 -2.5231 -8.6039 0.2 0.0 0.0
C -3.8727 -2.5723 -8.6233 0.0 0.0 0.0
N -5.0188 -2.6246 -8.6317 0.0 0.0 0.0
H -2.0722 -1.6248 -8.0954 -0.1 0.0 0.0
H -2.0097 -3.3885 -8.0822 -0.1 0.0 0.0
H -2.0216 -2.5151 -9.6178 -0.1 0.0 0.0
C -5.1242 -9.6167 -3.5013 0.0 -0.2 0.2
C -5.3362 -8.5498 -4.4672 0.0 0.0 0.0
N -5.5034 -7.7119 -5.2337 0.0 0.0 0.2
H -5.1099 -9.2185 -2.4881 0.0 0.1 0.0
H -5.9211 -10.3549 -3.5682 0.0 0.0 -0.1
H -4.1754 -10.1170 -3.6875 0.0 0.1 -0.1
C -8.2470 -0.7185 0.0934 0.1 0.0 -0.3
C -8.6772 -0.8934 1.4706 0.0 0.0 0.0
N -9.0007 -1.0313 2.5631 -0.1 0.0 -0.2
H -8.7589 -1.4224 -0.5606 -0.1 0.0 0.1
H -8.4664 0.2908 -0.2503 0.0 0.0 0.1
H -7.1735 -0.8843 0.0138 0.0 0.0 0.1
C 1.8176 -8.9690 -2.1884 0.1 -0.1 0.1
C 0.4570 -8.4501 -2.2119 0.0 0.0 0.0
N -0.6077 -8.0205 -2.2329 0.0 0.0 0.1
H 2.4995 -8.2383 -1.7616 0.0 0.0 0.0
H 1.8775 -9.8774 -1.5913 -0.1 0.0 0.0
H 2.1696 -9.1989 -3.1914 -0.1 0.1 0.0